18
Properties=species:S:1:pos:R:3 method="wB97M-V/def2-TZVPD" e_tot_ev=-8436.5482 smiles=CC[C@@H](C)O.O total_charge=0 e_above_lowest_kcal_mol=22.27 largest_force_ev_per_a=3.1
C 0.18661 -1.26673 0.03263
C -0.10810 0.29962 0.11128
C 1.16048 1.15231 0.12629
C 0.83665 2.62464 0.22936
O 1.94403 0.89498 1.30324
H 0.42347 -1.55072 -0.98294
H 1.14117 -1.55026 0.50621
H -0.55826 -1.93313 0.50541
H -0.59440 0.65988 1.00361
H -0.78533 0.61555 -0.74772
H 1.83964 0.92616 -0.68529
H 1.77515 3.03809 0.74084
H 0.04499 2.77974 1.07764
H 0.68688 3.17946 -0.73291
H 1.83941 -0.05047 1.22711
H -3.91490 -2.90749 -0.86528
H -2.53495 -3.55051 -1.21938
O -3.38253 -3.36112 -1.63008



56
Properties=species:S:1:pos:R:3 method="wB97M-V/def2-TZVPD" e_tot_ev=-142920.4199 total_charge=+1 e_above_lowest_kcal_mol=4.15 largest_force_ev_per_a=1.2
Ru 1.33773 -0.07516 -0.39688
F -2.24310 4.75566 1.56764
C -1.80598 3.49601 1.49742
F -2.83770 2.71655 1.14998
F -1.42350 3.12759 2.73361
C -0.66320 3.35934 0.52655
C -0.14736 4.44515 -0.15213
C 0.92508 4.27220 -1.02309
C 1.46314 3.01182 -1.16887
N 0.97190 1.96518 -0.49877
C -0.08450 2.10984 0.30955
S -0.46756 0.55861 0.97933
H -0.58272 5.42394 -0.00405
H 1.32913 5.10429 -1.58023
H 2.28822 2.80513 -1.83521
S 0.02383 -0.44413 -2.31460
C 0.24448 -2.05907 -1.71203
N 1.03816 -2.13312 -0.66879
C 1.23145 -3.44092 -0.24563
C 2.08311 -3.87680 0.76264
C 2.15312 -5.23132 1.02302
C 1.39396 -6.14772 0.29003
C 0.56354 -5.72687 -0.73076
C 0.49543 -4.36424 -0.99446
S -0.40701 -3.54829 -2.24860
H 2.68319 -3.16504 1.31158
H 2.81069 -5.59133 1.80274
H 1.46655 -7.20258 0.51564
H -0.00839 -6.43741 -1.31169
C 4.61669 3.36571 1.12522
Si 5.10794 2.00224 -0.04444
C 5.18313 2.57608 -1.81855
C 6.71082 1.16080 0.41820
As 3.57196 0.13781 -0.12315
Si 2.52585 -0.00135 2.22356
C 4.29974 -0.33862 2.79293
C 2.05118 1.70453 2.82502
C 1.48042 -1.38601 2.93176
H 5.36708 4.15869 1.05277
H 4.57991 3.03652 2.16304
H 3.65018 3.80224 0.86568
H 6.05972 3.22222 -1.92052
H 4.31590 3.15944 -2.12390
H 5.30579 1.74559 -2.51489
H 7.53100 1.87605 0.30998
H 6.92295 0.31923 -0.24330
H 6.72632 0.80101 1.44532
H 4.98450 0.48922 2.62505
H 4.72470 -1.24212 2.34894
H 4.24937 -0.50305 3.87483
H 2.26680 2.48377 2.09737
H 2.64009 1.91849 3.72151
H 0.99528 1.75968 3.08480
H 2.09897 -2.23820 3.20657
H 0.66612 -1.73263 2.30058
H 1.04501 -0.97996 3.85027



112
Properties=species:S:1:pos:R:3 method="wB97M-V/def2-TZVPD" e_tot_ev=-85270.6503 total_charge=+1 largest_force_ev_per_a=0.9
N 1.85144 1.31664 -1.79347
P 0.40294 1.56040 -2.65991
O 0.39604 3.17828 -2.86008
C -0.85418 1.27367 -1.25795
O -0.76244 -0.10090 -0.97795
C -2.28299 1.61650 -1.72779
N -3.15272 2.05745 -0.58376
C -2.54724 3.12424 0.28897
C -1.05165 3.20441 0.09195
O -0.51272 1.90298 -0.04304
H 2.02082 2.11627 -1.17851
H 1.70948 0.54705 -1.13803
H 1.16354 3.61258 -2.46936
H -0.70864 -0.54917 -1.83276
H -2.31671 2.34920 -2.53343
H -2.72791 0.69538 -2.10705
H -3.35328 1.23773 -0.01084
H -4.04198 2.36911 -0.97068
H -3.04142 4.06733 0.05566
H -2.81620 2.89400 1.32017
H -0.79134 3.84399 -0.75517
H -0.61092 3.65499 0.98098
C -4.89777 -4.19330 -5.92674
C -5.31155 -4.37052 -4.48404
O -4.17967 -4.63565 -3.62818
C -3.43427 -3.59366 -3.31209
O -3.62619 -2.44235 -3.62442
O -2.41546 -4.01610 -2.55154
C -1.50267 -2.97753 -2.21147
H -4.33115 -5.05954 -6.26826
H -5.78205 -4.08573 -6.55373
H -4.27656 -3.30788 -6.05282
H -5.94751 -5.24515 -4.37039
H -5.85293 -3.50394 -4.10654
H -2.03964 -2.15353 -1.74708
H -0.96660 -2.63672 -3.09945
H -0.80074 -3.39852 -1.49751
C -5.94557 4.66356 6.83993
C -5.84115 5.40488 5.52729
O -5.12923 4.63729 4.52894
C -5.81975 3.66268 3.96432
O -6.96672 3.36861 4.15502
O -5.00586 3.03084 3.09099
C -5.61909 1.90491 2.46734
H -4.95598 4.37170 7.19252
H -6.40748 5.30493 7.58926
H -6.55126 3.76460 6.73792
H -5.25310 6.31226 5.64104
H -6.82018 5.67906 5.13723
H -6.56526 2.17237 2.00124
H -5.77476 1.10029 3.18291
H -4.92342 1.56534 1.69972
C -2.15793 -6.12604 4.34823
C -1.45400 -6.77521 3.17751
O -2.37268 -7.14220 2.13243
C -2.80251 -6.15047 1.36419
O -2.47062 -4.99128 1.43823
O -3.66346 -6.65026 0.47950
C -4.25057 -5.66802 -0.37878
H -2.95249 -6.77422 4.71869
H -1.44714 -5.94802 5.15476
H -2.60210 -5.17418 4.06005
H -0.99598 -7.71120 3.48964
H -0.67354 -6.13334 2.77036
H -3.47564 -5.07244 -0.85327
H -4.91847 -5.02537 0.19583
H -4.81950 -6.21111 -1.12667
C 3.20194 9.51796 -0.72681
C 3.96433 8.58603 0.18763
O 3.57368 7.20917 0.00491
C 4.07174 6.61707 -1.07227
O 4.81847 7.09820 -1.88141
O 3.60178 5.36112 -1.11200
C 4.01784 4.62835 -2.26632
H 2.12726 9.38804 -0.59280
H 3.45874 10.55189 -0.49945
H 3.44208 9.32654 -1.77135
H 3.73738 8.79714 1.23006
H 5.04059 8.67592 0.04865
H 5.09810 4.63760 -2.38331
H 3.54805 5.03673 -3.16149
H 3.68898 3.60103 -2.12024
C 6.61993 6.31438 -6.00257
C 7.35706 5.42828 -5.02163
O 6.99320 4.04457 -5.17849
C 7.53679 3.43212 -6.23034
O 8.30517 3.91737 -7.01719
O 7.08768 2.17653 -6.25478
C 7.55766 1.40632 -7.36652
H 5.54294 6.16466 -5.91313
H 6.84467 7.36130 -5.80078
H 6.91076 6.09010 -7.02727
H 7.07088 5.68733 -4.00362
H 8.43587 5.54591 -5.11255
H 8.64326 1.42780 -7.42091
H 7.13540 1.78580 -8.29522
H 7.21450 0.39138 -7.19185
C 3.92234 -6.70914 7.22342
C 2.85171 -7.65440 7.72140
O 1.92632 -8.01871 6.68162
C 2.37360 -8.92650 5.81651
O 3.44462 -9.47223 5.84441
O 1.41754 -9.13831 4.90942
C 1.78291 -10.05454 3.87159
H 3.46884 -5.82898 6.76566
H 4.54934 -6.38686 8.05440
H 4.55610 -7.19198 6.48154
H 2.23630 -7.17337 8.47876
H 3.28218 -8.55616 8.15488
H 2.13313 -10.99462 4.29026
H 2.55565 -9.62137 3.23890
H 0.88105 -10.22152 3.29021